Here is a structure of composition C24H15Cl5N2O2PRuS2 from OMol25. Energies are from the ωB97M-V functional and the def2-TZVPD basis.

Last column: natural (NBO) charge in e.
Element x y z (Å)
Ru1 -0.88 -1.64 0.45  0.8602
Cl1 -4.17 -1.69 -1.47  0.0245
C1 -3.92 -2.83 -0.21  0.0212
C2 -2.72 -2.83 0.49  -0.2731
C3 -2.63 -3.74 1.55  -0.0895
Cl2 -1.21 -3.64 2.51  0.0985
C4 -3.64 -4.64 1.88  -0.0942
Cl3 -3.43 -5.76 3.15  0.0656
C5 -4.83 -4.60 1.16  -0.0800
Cl4 -6.11 -5.65 1.57  0.0674
C6 -4.98 -3.68 0.12  -0.1237
Cl5 -6.45 -3.62 -0.75  0.0615
O1 0.66 -3.31 0.17  -0.4825
N1 1.82 -2.95 0.51  0.1703
N2 1.92 -1.98 1.35  0.1254
O2 0.89 -1.39 1.88  -0.5506
C7 3.21 -1.50 1.64  0.1715
C8 4.30 -2.37 1.54  -0.2268
C9 5.57 -1.88 1.76  -0.2022
C10 5.75 -0.54 2.08  -0.2080
C11 4.66 0.31 2.20  -0.2032
C12 3.38 -0.17 1.99  -0.2324
H1 4.14 -3.40 1.29  0.2379
H2 6.41 -2.54 1.67  0.2186
H3 6.75 -0.17 2.25  0.2147
H4 4.80 1.35 2.45  0.2175
H5 2.52 0.48 2.07  0.2418
S1 -1.56 0.72 1.10  -0.3923
P1 -0.46 1.08 -0.58  1.1281
S2 0.67 -0.46 -1.27  -0.3247
C13 -1.53 1.59 -1.96  -0.3225
C14 -2.19 0.59 -2.65  -0.2103
C15 -3.05 0.91 -3.68  -0.1996
C16 -3.22 2.24 -4.04  -0.1894
C17 -2.53 3.24 -3.37  -0.2128
C18 -1.69 2.92 -2.32  -0.2052
C19 0.62 2.49 -0.23  -0.3239
C20 0.30 3.37 0.80  -0.2164
C21 1.10 4.48 1.02  -0.1972
C22 2.20 4.70 0.21  -0.1928
C23 2.53 3.81 -0.80  -0.2092
C24 1.74 2.70 -1.03  -0.1994
H6 -2.01 -0.45 -2.40  0.2370
H7 -3.58 0.13 -4.21  0.2207
H8 -3.89 2.50 -4.85  0.2176
H9 -2.63 4.27 -3.68  0.2181
H10 -1.14 3.69 -1.79  0.2212
H11 -0.56 3.16 1.43  0.2359
H12 0.86 5.17 1.82  0.2202
H13 2.81 5.57 0.38  0.2186
H14 3.39 3.99 -1.42  0.2209
H15 1.98 1.99 -1.80  0.2270

## Properties
Orbital gap (spin up / spin down) (eV): 6.3349 / 6.8990
Expectation value of S²: 0.782
Spin multiplicity: 2
HOMO level (spin up / spin down) (eV): -8.48 / -8.46
LUMO energy (spin up / spin down) (eV): -2.15 / -1.57

Here is a structure of composition C24H16Br2CoN4O6S2 from OMol25. Energies are from the ωB97M-V functional and the def2-TZVPD basis.

Last column: natural (NBO) charge in e.
Element x y z (Å)
Co1 -0.23 -0.35 0.70  1.3979
O1 1.95 -2.05 -2.81  -0.7106
C1 3.00 -1.23 -2.78  0.4260
C2 3.96 -1.37 -3.79  -0.3190
C3 5.07 -0.54 -3.82  -0.2009
C4 5.24 0.44 -2.84  -0.2874
C5 4.28 0.58 -1.85  -0.1442
C6 3.16 -0.23 -1.79  -0.2091
C7 2.13 -0.07 -0.73  0.5666
O2 1.16 -0.93 -0.69  -0.8156
N1 2.23 0.96 0.07  -0.4611
N2 1.16 1.02 0.94  -0.3870
C8 1.15 1.98 1.78  0.1177
C9 0.11 2.25 2.74  -0.2452
C10 0.29 3.35 3.60  -0.1480
C11 -0.64 3.72 4.54  -0.3306
C12 -1.82 2.96 4.63  -0.2111
C13 -2.03 1.90 3.80  -0.2396
C14 -1.10 1.48 2.82  0.4213
O3 -1.40 0.50 2.06  -0.7782
H1 1.41 -1.84 -1.99  0.5193
H2 3.81 -2.14 -4.53  0.2051
H3 5.81 -0.67 -4.60  0.1917
H4 6.11 1.08 -2.86  0.1940
H5 4.39 1.33 -1.07  0.2330
H6 2.01 2.66 1.76  0.1605
H7 1.22 3.91 3.50  0.1849
H8 -0.46 4.57 5.19  0.1873
H9 -2.57 3.22 5.37  0.1867
H10 -2.94 1.30 3.88  0.2033
Br1 -4.93 -4.51 -1.62  0.0130
C15 -3.65 -3.30 -0.89  -0.0169
C16 -3.11 -3.54 0.35  -0.2761
C17 -2.13 -2.65 0.81  0.1116
N3 -1.75 -1.58 0.10  -0.4724
C18 -2.34 -1.33 -1.10  0.1360
C19 -3.28 -2.21 -1.64  -0.2842
C20 -1.96 -0.09 -1.76  0.2867
C21 -2.44 0.32 -3.01  -0.2860
C22 -2.07 1.55 -3.48  -0.0308
Br2 -2.72 2.13 -5.18  0.0308
C23 -1.25 2.39 -2.75  -0.2898
C24 -0.80 1.91 -1.52  0.0878
N4 -1.13 0.71 -1.06  -0.4576
H11 -3.41 -4.38 0.96  0.2444
H12 -1.69 -2.81 1.79  0.3214
H13 -3.71 -2.05 -2.62  0.2161
H14 -3.09 -0.32 -3.59  0.2251
H15 -0.96 3.37 -3.11  0.2308
H16 -0.13 2.49 -0.90  0.2282
O4 -1.35 -3.42 3.51  -1.0742
S1 -0.06 -2.83 3.95  2.2640
O5 -0.19 -1.68 4.83  -1.0302
O6 0.84 -3.87 4.48  -1.0420
S2 0.89 -2.12 2.20  -0.8436

## Properties
Orbital gap (spin up / spin down) (eV): 4.2588 / 4.2676
Expectation value of S²: 3.766
ΔE to the lowest compared entry with this formula, charge and spin (kcal per mole): 0.00
Spin multiplicity: 4
Charge: -2
HOMO level (spin up / spin down) (eV): -0.98 / -0.99
LUMO energy (spin up / spin down) (eV): 3.28 / 3.28

Here is a structure of composition C24H16Br2F6Zn from OMol25. Energies are from the ωB97M-V functional and the def2-TZVPD basis.

Last column: natural (NBO) charge in e.
Element x y z (Å)
F1 -5.57 3.13 -0.91  -0.3525
C1 -5.50 1.93 -1.57  0.9831
F2 -6.42 1.11 -0.99  -0.3465
F3 -5.92 2.15 -2.86  -0.3609
C2 -4.11 1.36 -1.52  -0.3039
C3 -3.92 0.03 -1.16  -0.2008
C4 -2.63 -0.44 -1.01  -0.1941
C5 -1.50 0.40 -1.24  -0.0203
C6 -0.22 -0.15 -0.97  -0.3639
C7 1.05 0.44 -1.23  -0.0022
C8 1.33 1.83 -1.15  -0.2875
C9 2.63 2.30 -1.29  -0.1704
C10 3.65 1.40 -1.53  -0.2744
C11 5.07 1.89 -1.65  0.9833
F4 5.96 1.01 -1.09  -0.3467
F5 5.44 2.04 -2.96  -0.3589
F6 5.25 3.09 -1.03  -0.3455
C12 3.42 0.03 -1.67  -0.2002
C13 2.13 -0.45 -1.50  -0.1693
C14 -1.75 1.71 -1.73  -0.2939
C15 -3.04 2.19 -1.83  -0.1667
H1 -4.76 -0.62 -0.95  0.2037
H2 -2.46 -1.48 -0.72  0.1840
H3 -0.21 -1.22 -0.74  0.1968
H4 0.54 2.54 -0.93  0.2083
H5 2.84 3.36 -1.18  0.2034
H6 4.23 -0.66 -1.87  0.2031
H7 1.93 -1.52 -1.58  0.1985
H8 -0.93 2.36 -2.04  0.2015
H9 -3.22 3.23 -2.14  0.1960
Br1 -4.62 -3.65 1.42  -0.6755
Zn1 -3.18 -4.47 -0.15  1.3006
Br2 -1.01 -4.34 -0.81  -0.6494
C16 -0.98 -1.46 3.19  -0.4097
C17 -1.32 -0.32 2.40  -0.2771
C18 -0.14 0.18 1.81  -0.3338
C19 0.96 -0.61 2.25  -0.1299
C20 0.43 -1.67 3.10  -0.0343
C21 1.29 -2.65 3.62  -0.2575
C22 2.63 -2.66 3.21  -0.2984
C23 3.15 -1.62 2.42  -0.3112
C24 2.33 -0.58 1.96  -0.2034
H10 -1.65 -2.09 3.75  0.1709
H11 -2.32 0.10 2.27  0.1913
H12 -0.02 1.10 1.25  0.1938
H13 0.90 -3.40 4.30  0.1740
H14 3.29 -3.47 3.51  0.1715
H15 4.21 -1.61 2.16  0.1788
H16 2.74 0.26 1.39  0.1959

## Properties
Orbital gap (eV): 2.2439
Charge: -2
HOMO level (eV): 0.50
LUMO energy (eV): 2.75